{
  "formula": "C6H4N2O2",
  "method": "the ωB97M-V functional and the def2-TZVPD basis",
  "energy_ha": -490.63220,
  "total_charge": 0,
  "spin_multiplicity": 1,
  "homo_lumo_gap_ev": 7.2,
  "e_above_lowest_kcal_mol": 254.7,
  "elements": ["O", "O", "N", "N", "C", "C", "C", "C", "C", "C", "H", "H", "H", "H"],
  "coordinates": [[-2.90, -1.44, 0.66], [0.91, -2.81, 1.86], [-2.11, -0.98, -0.10], [1.07, -1.78, 1.30], [-0.40, 1.51, -0.58], [-1.27, -1.10, -0.92], [0.29, 0.46, -1.25], [1.26, 0.33, -0.04], [0.33, 1.48, 0.56], [0.99, -0.87, 0.63], [2.22, 0.80, -0.40], [0.42, 1.89, 1.49], [-1.18, 2.32, -0.95], [0.39, 0.19, -2.26]]
}